Computed, not measured: a cluster of 2 separate species, C36H28IO6P in total, with wB97M-V/def2-TZVPD.

Last column: Löwdin charge in e.
Geometry (Å):
1 C -0.378 0.328 -4.140  -0.002
2 H -4.507 -9.193 2.546  0.108
3 C 3.349 3.005 -3.000  -0.031
4 H 4.720 7.453 -1.363  0.038
5 H 7.961 3.811 -1.041  0.071
6 C 3.436 1.755 -0.517  0.053
7 H -0.414 0.828 -5.102  0.128
8 H -2.363 -8.082 2.005  0.108
9 C 2.040 1.037 -3.900  -0.258
10 H 5.046 2.917 1.231  0.128
11 C 2.173 -0.225 -1.464  -0.253
12 C -3.264 -7.493 2.121  -0.055
13 H -1.164 -2.015 -0.008  0.120
14 C -4.367 -5.359 2.126  -0.083
15 H 7.834 3.834 -2.815  0.068
16 O 2.430 0.999 -5.047  0.133
17 O -3.237 -3.332 1.739  0.093
18 C -5.529 -3.082 2.205  -0.083
19 C 2.776 1.782 -2.803  -0.089
20 C 2.827 1.134 -1.577  -0.066
21 O -7.896 -5.745 2.751  0.108
22 H 7.068 5.925 -2.574  0.060
23 C 4.661 3.633 0.507  -0.075
24 H 3.326 3.487 -3.975  0.112
25 C 4.012 2.998 -0.704  -0.223
26 C 7.266 3.903 -1.884  -0.146
27 C -5.581 -5.988 2.410  -0.082
28 C -0.165 -1.653 -0.296  -0.136
29 H -2.273 -5.632 1.744  0.120
30 H -6.559 0.139 2.293  0.108
31 C -6.613 -0.942 2.326  -0.056
32 C -1.438 -0.948 -2.369  -0.010
33 H 0.495 -2.523 -0.359  0.105
34 H -2.321 -1.441 -1.969  0.123
35 H -2.389 -0.281 -4.164  0.114
36 O 2.684 -1.162 -0.887  0.096
37 C 2.967 3.446 2.564  -0.030
38 H -6.563 -7.856 2.793  0.121
39 H -8.733 -0.981 2.666  0.108
40 I 1.552 -1.562 2.344  0.814
41 C -4.470 -8.118 2.422  -0.055
42 O 3.744 4.823 2.485  -0.082
43 C 0.795 0.322 -3.410  -0.078
44 H 3.053 6.938 -1.717  0.033
45 C -4.290 -3.879 1.999  -0.276
46 C -6.833 -5.196 2.549  -0.277
47 C -6.751 -3.713 2.442  -0.082
48 C -0.259 -0.960 -1.644  -0.156
49 C 0.272 -0.690 0.833  -0.812
50 C -7.904 -2.954 2.598  -0.001
51 C -1.464 -0.314 -3.590  -0.062
52 C -5.626 -7.368 2.562  -0.001
53 C 4.014 6.615 -1.308  -0.279
54 H 5.348 4.449 0.270  0.093
55 C 6.570 5.290 -1.833  -0.430
56 H -4.515 -1.204 1.982  0.119
57 H 6.581 3.052 -1.809  0.053
58 H 3.880 6.333 -0.258  0.013
59 O -0.070 0.456 0.842  0.029
60 H -8.854 -3.443 2.770  0.121
61 C -7.835 -1.572 2.540  -0.055
62 C -3.212 -6.117 1.974  -0.001
63 C 0.841 -0.317 -2.181  -0.045
64 H 2.613 3.772 3.554  0.116
65 H 6.675 5.789 -0.860  0.062
66 C -5.464 -1.695 2.153  -0.002
67 C 3.460 4.296 1.267  -0.306
68 H 3.471 1.261 0.454  0.138
69 P 4.773 5.267 -2.352  0.967
70 H 1.909 3.545 2.130  0.080
71 H 2.679 4.775 0.667  0.141
72 C 4.001 3.639 -1.944  -0.327

Charge: 0
DFT total energy (eV): -67456.0587
Lowest unoccupied orbital energy (eV): -1.127
2S+1: 1
Kohn-Sham gap (eV): 7.2